# 1
8
Properties=species:S:1:pos:R:3:forces:R:3 method="wB97M-V/def2-TZVPD" homo_lumo_gap_ev="7.993 / 6.836" s2=0.760 charge=0 homo_energy_ha="-0.3369 / -0.3370" multiplicity=2
O -3.764437 -0.532255 0.766001 -0.72 -0.54 1.42
Pb -2.552406 -0.079993 -0.741932 -1.23 1.10 -1.85
S 0.137520 -1.931701 -0.647979 0.26 -0.49 -0.23
O -0.586032 -0.492134 -0.520158 1.80 -0.38 0.44
C 0.741277 -2.199830 1.038807 1.66 -0.07 0.36
F 2.043943 -2.672162 1.045973 -1.15 0.34 -0.44
F 0.778021 -1.019676 1.667372 -0.39 -0.50 0.30
F 0.064966 -3.113224 1.749296 -0.23 0.54 0.00

# 2
8
Properties=species:S:1:pos:R:3:forces:R:3 method="wB97M-V/def2-TZVPD" homo_lumo_gap_ev="5.040 / 5.508" e_above_lowest_kcal_mol=10.6 s2=3.773 charge=+1 homo_energy_ha="-0.4370 / -0.4408" multiplicity=4
O 1.229600 0.551382 0.626274 -0.69 -2.54 -0.41
Pr 2.468934 -1.241930 1.277736 -5.45 2.10 -2.60
S -0.530766 -1.275179 -0.539121 -0.52 1.54 -0.57
O 0.517420 -2.012721 0.398467 3.49 0.22 1.88
C -0.147142 0.547620 -0.098215 3.62 -1.45 1.74
F -2.567400 1.165160 -1.296453 -0.20 -0.04 -0.10
F -1.028416 0.971244 0.844932 0.91 0.54 -1.80
F 0.057767 1.294424 -1.213624 -1.16 -0.38 1.87

# 3
8
Properties=species:S:1:pos:R:3:forces:R:3 method="wB97M-V/def2-TZVPD" homo_lumo_gap_ev=9.581 smiles="O=S(=O)([O-])C(F)(F)F" e_above_lowest_kcal_mol=33.2 charge=-1 homo_energy_ha=-0.1981
C -1.026114 0.089823 0.042924 4.56 -0.18 1.19
O 1.433166 0.365105 1.310978 0.15 -0.08 -1.17
O 1.439979 0.467901 -1.187446 0.11 0.99 -0.52
O 1.303283 -1.639179 -0.074575 0.21 -1.76 0.01
F -0.904140 1.394646 0.048432 -0.84 2.51 0.14
F -1.399407 -0.254960 -1.146742 -1.91 -1.07 -1.73
F -1.952950 -0.190715 0.993246 0.20 -0.67 -0.52
S 1.106182 -0.232621 0.013184 -2.47 0.27 2.60

# 4
11
Properties=species:S:1:pos:R:3:forces:R:3 method="wB97M-V/def2-TZVPD" homo_lumo_gap_ev="6.681 / 5.996" e_above_lowest_kcal_mol=0.0 charge=+2 homo_energy_ha="-0.7160 / -0.7223"
In -1.599572 -2.799676 0.958693 -3.96 -5.95 3.41
F 3.223618 -0.506720 0.733879 -2.46 0.89 1.90
N 0.989074 0.421865 0.342852 -1.00 -0.60 -0.64
S 2.001857 0.219886 1.630481 3.91 1.80 -2.08
O 2.552926 1.542450 1.971552 -1.09 -2.15 0.00
S -0.542143 0.000629 0.380096 0.33 1.90 1.33
O -0.708255 -1.537205 0.114091 3.54 3.74 -3.65
C -1.325733 0.561852 -1.256163 -0.24 1.68 -2.76
F -2.638624 0.551650 -1.077238 0.67 -0.41 0.74
F -0.929884 1.789904 -1.541480 0.07 -0.81 0.77
F -1.023269 -0.244634 -2.256766 0.23 -0.08 0.97

# 5
11
Properties=species:S:1:pos:R:3:forces:R:3 method="wB97M-V/def2-TZVPD" homo_lumo_gap_ev="9.168 / 8.535" s2=2.012 charge=0 homo_energy_ha="-0.3400 / -0.4601" multiplicity=3
C 1.000586 -0.605647 0.422169 2.36 1.50 0.01
N -1.020219 2.551807 0.958048 0.96 4.04 1.09
O -1.909372 -1.807611 -1.563510 -0.69 -0.13 0.30
O -0.133714 -1.135786 0.068511 -2.35 -1.37 -1.00
O -1.191824 1.554324 0.431774 -1.14 -4.55 -1.48
F 0.941116 -0.078790 1.643669 -0.44 -0.26 0.08
F 2.032279 -1.454310 0.410015 -0.04 -0.46 -0.02
F 1.364473 0.407376 -0.408880 -0.13 0.00 -0.17
F -0.474170 3.561455 0.010226 0.09 0.61 0.39
F 0.218879 -3.051590 -1.479250 -0.80 1.53 -0.03
S -0.525825 -1.571287 -1.584326 2.17 -0.89 0.83

# 6
12
Properties=species:S:1:pos:R:3:forces:R:3 method="wB97M-V/def2-TZVPD" homo_lumo_gap_ev=7.562 e_above_lowest_kcal_mol=12.8 charge=0 homo_energy_ha=-0.3354
P 1.408793 -0.153341 0.075744 2.56 -0.15 -0.70
F 2.289560 0.672229 -0.983376 -0.86 -0.47 0.70
F 0.202955 -1.701024 1.223666 1.50 1.91 0.27
F 2.234758 0.465337 1.321727 -1.42 -0.95 -0.57
F 2.374558 -1.443271 0.087103 -0.88 0.92 0.21
F 0.595985 -0.884964 -1.186901 0.60 0.89 0.47
O 0.243995 0.983422 0.295554 -0.36 -0.78 0.17
O -1.626643 2.122554 -0.008705 -0.21 -0.31 0.05
C -1.117623 1.001414 0.043379 1.16 0.93 0.00
O -1.725953 -0.086340 -0.113641 -1.34 1.59 0.18
Na -3.698786 1.185583 -0.408746 0.52 0.03 0.10
Tl -1.181595 -2.161598 -0.345807 -1.27 -3.61 -0.88

# 7
7
Properties=species:S:1:pos:R:3:forces:R:3 method="wB97M-V/def2-TZVPD" homo_lumo_gap_ev="8.196 / 8.917" e_above_lowest_kcal_mol=81.4 charge=0 homo_energy_ha="-0.3663 / -0.3749"
C 0.321097 0.355006 -0.245918 -1.50 -4.59 0.83
N -0.168382 -0.995406 -0.255132 2.30 -0.61 -1.35
N 1.488211 0.618475 0.028364 3.40 2.10 0.36
N -1.734525 0.306263 0.286775 -3.26 2.72 0.37
O -0.705803 1.158298 -0.075557 -1.69 -0.13 0.06
O -1.401017 -0.889239 0.078281 0.51 0.70 0.15
F 2.200421 -0.553397 0.183185 0.24 -0.18 -0.44

# 8
5
Properties=species:S:1:pos:R:3:forces:R:3 method="wB97M-V/def2-TZVPD" homo_lumo_gap_ev="10.806 / 9.677" e_above_lowest_kcal_mol=10.5 s2=2.016 charge=0 homo_energy_ha="-0.3752 / -0.4400" multiplicity=3
C -0.422654 0.301888 -0.023317 -4.50 -4.63 -0.19
N 0.812050 0.007732 0.218105 6.61 1.40 0.38
O -1.102400 -0.696646 -0.235212 -0.77 1.87 -0.79
O 1.735571 -0.642047 -0.259673 -1.85 0.51 0.62
F -0.922102 1.459528 0.276164 0.50 0.85 -0.02

# 9
19
Properties=species:S:1:pos:R:3:forces:R:3 method="wB97M-V/def2-TZVPD" homo_lumo_gap_ev="6.198 / 6.030" charge=+1 homo_energy_ha="-0.5177 / -0.5189"
C 1.772109 0.816547 -0.694820 -1.54 4.05 -3.28
Pb 1.056926 -0.534784 0.666166 -3.62 0.65 0.14
N -1.467638 -1.210161 1.266635 1.65 -0.46 1.72
N -0.374822 -0.972198 -1.592986 -1.47 1.64 1.72
H -2.123344 -0.444747 1.107047 0.09 0.41 -0.19
H 2.771881 -0.638709 0.652617 1.55 -1.74 1.39
H 2.490766 1.531084 -0.329643 0.71 -0.26 0.69
H 0.992594 1.508831 -1.117508 0.67 -0.75 0.39
H 2.059941 0.261095 -1.565534 0.78 -0.84 -0.19
H -1.198150 -0.305236 -1.378759 1.83 -1.24 -0.61
H -0.686789 -1.882869 -1.340783 -0.50 -0.91 -0.38
H -0.156678 -0.923037 -2.574770 0.15 -0.04 -0.26
H -1.890454 -2.119847 1.039991 0.35 0.43 0.03
H -1.286632 -1.180192 2.306431 -0.50 -0.10 -1.28
O -2.369795 1.503978 1.719239 2.13 0.55 0.25
Cl -0.970717 1.996331 1.816281 -1.54 -0.54 -0.89
O -0.908862 3.371234 2.151675 0.10 -0.76 0.02
O -0.223002 1.142210 2.782848 0.01 -0.02 -1.00
O -0.320371 1.751343 0.472205 -0.85 -0.05 1.74

# 10
24
Properties=species:S:1:pos:R:3:forces:R:3 method="wB97M-V/def2-TZVPD" homo_lumo_gap_ev="3.478 / 8.801" e_above_lowest_kcal_mol=7.8 s2=3.753 charge=0 homo_energy_ha="-0.1434 / -0.3447" multiplicity=4
Pt -0.194692 0.000088 1.049280 0.77 1.27 -0.09
C -0.136391 0.499442 -3.468662 0.14 -1.46 1.00
F -1.268905 0.374970 -4.190726 1.13 1.02 0.42
F 0.951168 0.498212 -4.252444 -0.99 0.18 0.14
F -0.099708 1.641183 -2.729605 -0.53 -0.60 -0.77
S -0.068823 -1.080608 -2.325868 -2.20 -2.64 -1.13
O -0.414587 -0.594903 -0.942579 -0.19 -0.49 -2.94
O -1.013815 -2.069600 -2.906173 0.21 2.71 1.35
O 1.232946 -1.628995 -2.517685 2.00 1.00 0.91
O -0.878572 2.021039 0.498976 -0.33 0.60 -0.22
H -1.211840 2.285828 -0.358378 -0.16 -0.24 -0.73
H -0.831293 2.835274 1.000005 0.10 0.36 0.71
O 1.837467 0.853011 0.397017 0.28 0.28 -0.16
H 2.667474 0.534453 0.042298 0.27 -0.45 -0.38
H 2.054000 1.696975 0.793334 -0.08 0.45 0.34
O -1.905338 -1.016005 1.765308 -1.11 -0.78 0.39
H -1.802059 -1.947787 1.958566 0.16 -0.62 0.07
H -2.814672 -0.822929 1.993490 -0.56 0.61 0.05
O 0.336182 0.768753 3.035950 0.48 0.35 -0.19
H -0.247313 1.385395 3.478117 -0.85 0.74 0.37
H 0.785715 0.311839 3.746852 0.52 -0.75 0.59
O 0.809560 -1.847688 1.351303 0.88 -1.18 0.47
H 0.551181 -2.721148 1.645501 -0.42 -0.45 0.24
H 1.662314 -1.976798 0.936125 0.47 0.09 -0.44

# 11
17
Properties=species:S:1:pos:R:3:forces:R:3 method="wB97M-V/def2-TZVPD" homo_lumo_gap_ev="7.305 / 6.893" s2=2.010 charge=0 homo_energy_ha="-0.2302 / -0.3004" multiplicity=3
C -1.129695 -1.334560 0.381832 1.61 -3.37 3.17
N 2.388441 -0.667848 0.168626 -1.15 -0.30 -0.66
N -0.767657 2.218961 -0.833405 2.42 0.98 -2.35
P -1.697234 1.412204 1.610282 -0.29 -0.33 0.18
P 0.006368 -2.319579 -0.531880 0.70 -0.57 2.33
P 1.268591 -0.732613 -1.186030 2.36 -0.23 -0.72
P 0.055439 1.353404 0.312519 0.77 0.57 1.25
H -1.131375 -1.663484 1.494286 -0.04 1.05 -1.85
H -2.000256 -0.967212 0.031850 -2.75 1.27 -1.12
H 2.960587 -1.461792 0.318303 0.17 -1.32 0.10
H 3.044106 0.058402 0.070370 0.60 1.52 -0.14
H -0.242161 2.354289 -1.737578 -1.17 -0.20 1.30
H -1.714805 2.016217 -0.918036 -1.90 -0.11 -0.68
H -1.599078 2.746281 1.972561 -0.06 0.83 -0.14
H -0.940588 1.125200 2.727677 0.22 -0.65 0.74
H -0.410966 -2.386636 -1.796379 -1.26 0.03 -1.97
H 1.910283 -1.751234 -2.084997 -0.23 0.83 0.57

# 12
19
Properties=species:S:1:pos:R:3:forces:R:3 method="wB97M-V/def2-TZVPD" homo_lumo_gap_ev=7.332 e_above_lowest_kcal_mol=0.0 charge=0 homo_energy_ha=-0.2830
C 0.428406 0.590393 2.284561 0.80 1.28 -3.33
N -0.286451 0.992571 1.000627 0.69 -0.47 0.95
N -2.379775 0.233158 -0.317163 -0.52 1.61 -0.81
N 0.128975 0.208967 -1.593327 -0.32 0.85 1.06
N -0.623587 -1.571270 0.111402 0.15 -1.72 0.12
P -3.118878 1.538140 -0.853519 -1.23 -2.59 1.48
P 1.107985 1.468741 -1.494076 -0.89 -1.82 -0.21
P 0.522452 -2.538441 -0.317900 -1.43 -0.92 0.45
P -0.742787 0.022402 -0.129181 1.15 -0.37 -0.90
H -0.323779 0.449412 3.028281 0.05 0.16 0.98
H 1.170509 1.433260 2.364768 -0.92 -0.69 1.05
H 1.071763 -0.296997 2.150933 -0.50 -0.06 0.18
H -4.481248 0.978703 -0.314486 1.26 1.25 -0.99
H 1.826435 1.491957 -0.278226 -0.29 1.01 -0.17
H 0.489311 2.617177 -2.022305 0.49 0.59 0.75
H 2.153103 1.317756 -2.378267 0.39 0.00 -0.54
H 1.706851 -2.286966 0.242162 1.81 0.40 0.71
H 0.403369 -3.935074 0.161431 -0.33 1.43 -0.60
H 0.947347 -2.713890 -1.645716 -0.36 0.06 -0.17

no.,total energy (eV)
1,-29363.737
2,-38176.268
3,-26168.503
4,-44310.018
5,-33086.027
6,-39171.874
7,-12310.907
8,-9335.315
9,-30119.477
10,-39807.667
11,-41329.989
12,-44311.324